A gas-phase ion, C5H9N2O (charge +1). Source: the OMol25 dataset; level of theory: ωB97M-V with the def2-TZVPD basis set.

```
17
Properties=species:S:1:pos:R:3:forces:R:3
C -2.93747 -0.71383 0.03808 0.747 -2.807 0.843
C 1.91323 -0.32123 0.11743 2.104 1.003 0.632
C 1.66684 1.20846 -0.21287 -0.540 -0.541 1.751
C -1.92962 0.31685 0.44070 1.828 -1.897 0.108
C -0.48638 0.36131 -0.20162 0.105 -0.101 -1.117
N -3.14414 0.41714 -0.37191 -1.254 1.636 -1.824
N 0.56134 -0.92025 0.01228 -1.169 -1.800 2.952
O 0.29905 1.34673 0.26890 0.653 1.061 0.564
H -3.33679 -1.79924 0.05591 0.584 2.200 -0.094
H 2.55881 -0.91853 -0.59107 -0.317 1.144 0.902
H 2.37479 -0.27279 1.19483 -1.291 -0.944 -1.986
H 2.32519 2.01227 0.24117 -0.876 -1.453 0.014
H 1.71074 1.36871 -1.23724 -0.225 0.304 -2.156
H -2.03685 0.69171 1.44292 0.623 0.408 0.210
H -0.38973 0.33868 -1.33106 -1.104 0.018 0.919
H 0.41183 -1.57292 -0.75951 0.469 0.246 -0.082
H 0.43916 -1.54308 0.89309 -0.338 1.522 -1.635
```
Forces are in eV/Å.

ΔE to the lowest compared entry with this formula, charge and spin (kcal per mole): 102.4
Frontier orbital gap (eV): 10.68
F_max (eV Å⁻¹): 3.65
SMILES: C1=N[C@@H]1[C@@H]1[NH2+]CCO1
Charge: +1
LUMO level (eV): -3.5

Taken from the Löwdin analysis, the atomic charges in e are: -0.062, -0.093, -0.083, -0.176, -0.192, 0.159, 0.082, -0.066, 0.163, 0.150, 0.171, 0.166, 0.096, 0.127, 0.178, 0.165, 0.214

=====

A gas-phase ion, C5H9N2O (charge +1). Source: the OMol25 dataset; level of theory: ωB97M-V with the def2-TZVPD basis set.

```
17
Properties=species:S:1:pos:R:3:forces:R:3
C 0.83559 -0.77222 -0.05851 0.688 0.674 0.889
C -1.40376 -0.04724 -0.12068 9.426 0.820 -0.056
C 2.12118 -0.71681 0.27232 0.855 -2.999 1.002
C -0.09730 -1.96794 -0.06943 1.238 -0.899 -1.227
C 0.39766 1.75410 -0.04540 0.734 1.789 0.913
N 0.05787 0.38524 -0.12775 -5.493 -2.507 -0.576
N -2.30453 0.86301 -0.14653 0.158 -1.620 0.094
O -1.45739 -1.34872 -0.13850 -0.893 0.426 0.970
H 2.76050 0.12903 0.33734 -0.132 0.910 -0.110
H 2.66309 -1.63736 0.68993 -0.996 1.143 -1.239
H -0.11570 -2.68326 -0.95178 0.340 1.376 0.685
H 0.26032 -2.64085 0.76588 -1.765 0.878 -0.098
H -0.06614 2.27009 -0.86737 -0.181 0.435 -0.499
H 0.04329 2.24346 0.90548 0.365 -0.587 -0.641
H 1.48641 1.99892 -0.13143 -0.915 -0.762 0.097
H -2.05883 1.84079 -0.05793 -0.681 -0.098 -0.157
H -3.12228 0.32976 -0.25565 -2.748 1.022 -0.047
```
Forces are in eV/Å.

ΔE to the lowest compared entry with this formula, charge and spin (kcal per mole): 58.5
Frontier orbital gap (eV): 9.48
F_max (eV Å⁻¹): 9.46
SMILES: C=C1COC(=[NH2+])N1C
Charge: +1
LUMO level (eV): -3.3

Taken from the Löwdin analysis, the atomic charges in e are: -0.289, -0.259, 0.089, 0.011, -0.044, -0.034, 0.301, 0.100, 0.054, 0.111, 0.163, 0.162, 0.091, 0.125, 0.121, 0.152, 0.148

=====

A gas-phase ion, C5H9N2O (charge +1). Source: the OMol25 dataset; level of theory: ωB97M-V with the def2-TZVPD basis set.

```
17
Properties=species:S:1:pos:R:3:forces:R:3
C 0.48957 0.71214 -0.19923 -3.230 0.844 1.196
C -1.44332 1.67259 0.56634 0.619 0.636 1.236
C -1.67279 0.14514 0.63646 -1.168 -0.967 2.297
C 2.18520 -0.36367 -1.38930 1.080 -4.815 0.389
C -0.06781 -1.67582 0.59372 4.224 1.142 -1.827
N -0.05411 1.79376 0.10708 -1.055 -0.186 -0.410
N -0.43127 -0.52933 0.19631 0.943 2.230 0.526
O 1.68800 0.60312 -0.52864 3.067 0.293 -0.594
H -2.13628 2.22824 -0.10463 0.568 -0.616 0.302
H -1.50426 2.21428 1.58875 -0.014 -1.182 -1.572
H -2.03478 -0.25984 1.66677 1.227 0.896 -1.409
H -2.44061 -0.26172 0.04030 -0.995 0.079 -1.282
H 2.88065 -0.11106 -2.18655 -0.286 1.299 0.221
H 1.32944 -0.92078 -1.89521 1.152 0.443 0.736
H 2.88868 -1.09746 -0.70809 -1.964 1.414 -1.692
H 1.03057 -2.03017 0.36651 -2.547 0.487 0.385
H -0.70689 -2.11941 1.24943 -1.620 -1.997 1.498
```
Forces are in eV/Å.

ΔE to the lowest compared entry with this formula, charge and spin (kcal per mole): 91.3
Frontier orbital gap (eV): 9.15
F_max (eV Å⁻¹): 4.95
SMILES: C=[N+]1CCN=C1OC
Charge: +1
LUMO level (eV): -5.3

Taken from the Löwdin analysis, the atomic charges in e are: -0.363, -0.125, -0.089, -0.054, 0.197, 0.172, 0.025, 0.034, 0.134, 0.155, 0.173, 0.115, 0.097, 0.120, 0.153, 0.165, 0.091

=====

A gas-phase ion, C5H9N2O (charge +1). Source: the OMol25 dataset; level of theory: ωB97M-V with the def2-TZVPD basis set.

```
17
Properties=species:S:1:pos:R:3:forces:R:3
C 0.80037 0.32721 -0.45829 -2.066 -1.330 0.181
C 0.41725 -0.92366 -0.89861 0.039 -0.588 -2.122
C -1.07885 1.16375 0.91940 1.092 -1.227 0.351
C 1.01924 -1.18514 -2.18703 2.218 -1.953 -2.706
C -1.24890 1.44986 2.33876 -2.968 -0.363 -0.799
N -0.40181 -1.70895 -0.28858 -1.676 0.584 3.900
N 0.10261 1.02867 0.45143 2.630 3.267 1.869
O -0.97265 -2.70280 -0.91459 0.224 -1.636 -1.775
H 1.52273 0.86973 -0.96933 1.374 0.739 -0.477
H 0.36639 -1.26208 -3.04774 -0.843 0.772 0.032
H 1.74372 -0.34655 -2.36890 -0.364 -1.453 -0.416
H 1.45258 -2.24510 -2.36621 0.003 1.706 1.059
H -2.02677 0.70723 2.63566 0.828 0.173 0.424
H -0.31264 1.36014 2.82121 0.741 -0.129 0.823
H -1.76563 2.37130 2.49482 -0.096 0.924 0.274
H 0.84988 1.71547 0.91849 -1.998 -1.283 -0.554
H -1.40326 -3.40429 -0.33908 0.864 1.796 -0.063
```
Forces are in eV/Å.

ΔE to the lowest compared entry with this formula, charge and spin (kcal per mole): 75.3
Frontier orbital gap (spin up / spin down) (eV): 7.74 / 7.22
F_max (eV Å⁻¹): 4.59
Charge: +1
LUMO level (spin up / spin down) (eV): -4.8 / -6.5
Spin multiplicity: 3

Taken from the Löwdin analysis, the atomic charges in e are: -0.024, -0.346, 0.115, -0.034, -0.019, 0.043, 0.049, 0.049, 0.116, 0.095, 0.099, 0.136, 0.125, 0.087, 0.092, 0.242, 0.174

=====

A gas-phase ion, C5H9N2OS (charge +1). Source: the OMol25 dataset; level of theory: ωB97M-V with the def2-TZVPD basis set.

```
18
Properties=species:S:1:pos:R:3:forces:R:3
C -2.04704 0.21839 -0.53356 -0.846 -1.698 -3.331
C 0.91330 -2.14981 -0.29099 -1.149 1.100 0.635
C 0.09038 -1.02458 -0.90368 1.571 2.028 2.639
C 2.22900 0.57843 0.40082 1.410 1.487 1.309
C -0.96623 -0.42230 -0.05494 0.539 -1.012 1.209
N -3.12817 0.63668 0.12641 0.243 0.955 2.469
N 3.45714 1.10693 0.41543 -0.283 -1.545 -1.143
O 1.80600 -1.94198 0.46780 0.853 -0.524 0.543
S 1.57968 0.42310 -1.11910 -1.300 -1.094 -0.986
H -2.30299 0.13048 -1.66100 1.007 0.549 1.703
H 0.51643 -3.12670 -0.52104 0.045 -0.863 -0.166
H -0.06117 -1.33441 -1.87787 -0.936 0.180 -2.292
H 1.76815 0.55672 1.40977 -0.197 -0.383 -0.997
H -0.87062 -0.56542 1.06391 0.093 0.305 -1.383
H -3.69620 1.34309 -0.28674 -0.406 0.182 -0.557
H 3.99288 1.30559 1.23047 -0.105 0.149 0.906
H -2.99153 0.84756 1.12873 -0.225 -0.410 -0.752
H 4.04112 0.88363 -0.39539 -0.313 0.592 0.193
```
Forces are in eV/Å.

ΔE to the lowest compared entry with this formula, charge and spin (kcal per mole): 50.9
Frontier orbital gap (eV): 7.80
F_max (eV Å⁻¹): 3.83
Charge: +1
LUMO level (eV): -4.3

Taken from the Löwdin analysis, the atomic charges in e are: -0.217, -0.248, -0.310, -0.484, -0.160, 0.093, 0.091, 0.056, 1.026, 0.171, 0.142, 0.085, 0.135, 0.140, 0.102, 0.124, 0.130, 0.125

=====

A molecular structure, C5H9N2OS. Source: the OMol25 dataset; level of theory: ωB97M-V with the def2-TZVPD basis set.

```
18
Properties=species:S:1:pos:R:3:forces:R:3
C -1.22264 -1.50846 0.57037 0.064 0.304 1.408
C -0.49880 -2.23359 -0.22609 -0.148 -2.513 -2.251
C 0.40147 1.19548 -0.72595 -1.130 -1.087 0.665
C -0.93041 -0.12319 0.94463 2.424 -0.677 0.273
C 0.84304 -0.01387 0.08962 -5.173 0.495 -1.683
N -0.26227 1.16089 -1.84744 -0.440 1.801 -2.135
N 1.78865 0.32420 0.99162 0.707 1.223 0.463
O 0.41943 2.38919 -0.19764 0.221 0.192 -0.998
S 0.95141 -1.57073 -0.93773 0.178 1.225 0.659
H -2.08067 -1.81785 1.08547 -1.361 -1.135 0.211
H -0.77623 -3.23579 -0.70666 0.329 1.451 1.274
H -1.80157 0.36038 0.48059 0.853 1.235 0.116
H -0.82793 0.06696 2.08775 0.033 -0.101 -2.098
H -0.59975 0.30189 -2.35683 1.130 1.308 0.802
H -0.43739 2.17761 -2.24684 -0.042 -3.047 0.867
H 2.63652 0.47365 0.48212 1.067 0.009 0.537
H 1.85008 -0.28121 1.77218 0.453 -0.636 0.675
H 0.54705 2.33444 0.74082 0.835 -0.046 1.214
```
Forces are in eV/Å.

ΔE to the lowest compared entry with this formula, charge and spin (kcal per mole): 57.8
Frontier orbital gap (eV): 8.57
F_max (eV Å⁻¹): 5.46
Charge: +1
LUMO level (eV): -4.0

Taken from the Löwdin analysis, the atomic charges in e are: -0.253, -0.426, -0.394, -0.005, -0.578, 0.216, 0.075, 0.169, 0.969, 0.107, 0.115, 0.116, 0.151, 0.161, 0.219, 0.117, 0.109, 0.131

=====

A molecular structure, C5H9N2P. Source: the OMol25 dataset; level of theory: ωB97M-V with the def2-TZVPD basis set.

```
17
Properties=species:S:1:pos:R:3:forces:R:3
C 2.97920 -1.04945 -0.47203 2.512 0.659 1.327
C 1.67051 -0.76383 -0.60250 -1.061 -0.461 0.094
C 2.57587 0.90474 0.47074 3.003 0.812 0.617
C -3.15330 -0.08936 -0.02624 3.297 1.118 1.238
C -1.73704 0.13830 0.68966 -2.482 1.612 1.152
N 3.55803 0.06390 0.21131 -0.208 -1.354 -0.602
N 1.42118 0.40850 0.05229 -4.486 2.041 -0.616
P -0.64276 1.34317 -0.11530 3.489 -0.345 0.081
H 3.66935 -1.93613 -0.61791 -1.454 1.255 -0.312
H 0.81031 -1.20310 -1.05295 -0.068 -0.764 -0.280
H 2.94384 1.87973 0.91103 -1.676 -1.092 -0.402
H -3.11193 -0.79026 -0.76786 0.965 -1.697 -2.468
H -3.85540 -0.57339 0.56706 -1.464 0.212 1.830
H -3.37748 0.83197 -0.47955 -1.266 1.127 -0.269
H -1.27623 -0.72895 0.97755 1.347 -2.558 0.017
H -1.90108 0.57789 1.74347 -0.060 -0.143 -1.629
H -0.57308 0.98629 -1.48878 -0.386 -0.423 0.223
```
Forces are in eV/Å.

ΔE to the lowest compared entry with this formula, charge and spin (kcal per mole): 50.3
Frontier orbital gap (eV): 7.81
F_max (eV Å⁻¹): 4.97
Charge: 0
LUMO level (eV): -0.7

Taken from the Löwdin analysis, the atomic charges in e are: -0.157, -0.227, -0.318, -0.109, -0.507, 0.008, -0.144, 0.998, 0.108, 0.077, 0.126, 0.033, 0.051, 0.042, 0.021, 0.088, -0.090

=====

2 unconnected molecules or ions with the total composition C5H9N2P. Source: the OMol25 dataset; level of theory: ωB97M-V with the def2-TZVPD basis set.

```
17
Properties=species:S:1:pos:R:3:forces:R:3
C -2.62014 0.07168 0.39500 -0.239 0.170 1.587
C -2.23400 -0.38939 -0.84549 0.717 -1.181 -2.074
C -1.46019 0.05027 1.21942 -1.979 1.031 2.052
C -0.89235 -0.75432 -0.79615 0.590 0.431 -0.100
C 2.16815 1.43588 -0.06499 0.755 -1.794 0.271
N -0.50950 -0.46174 0.45395 4.416 -1.197 0.169
N 1.45797 -1.05804 0.77912 -2.464 -1.062 1.664
P 2.45426 -0.42834 -0.30542 0.826 1.804 -0.649
H -3.65299 0.25552 0.72517 0.781 0.298 -0.170
H -2.75217 -0.60383 -1.76887 -0.636 0.356 0.261
H -1.38238 0.47781 2.29744 0.228 -1.219 -2.251
H -0.10975 -1.02196 -1.54334 -1.218 -0.026 0.566
H 2.41615 1.69640 0.95732 0.226 -0.161 0.212
H 1.10096 1.41333 -0.12007 -0.840 0.812 -0.479
H 2.74379 2.07778 -0.73103 -0.461 -0.177 -0.249
H 1.49981 -2.11761 0.86521 -0.927 1.789 -0.320
H 1.77238 -0.64345 -1.51728 0.225 0.127 -0.490
```
Forces are in eV/Å.

ΔE to the lowest compared entry with this formula, charge and spin (kcal per mole): 86.1
Frontier orbital gap (spin up / spin down) (eV): 6.48 / 6.49
F_max (eV Å⁻¹): 4.58
Charge: 0
LUMO level (spin up / spin down) (eV): -1.4 / -1.4

Taken from the Löwdin analysis, the atomic charges in e are: -0.134, -0.151, -0.168, -0.196, -0.267, -0.052, -0.227, 0.765, 0.094, 0.087, 0.135, 0.076, 0.026, -0.004, 0.032, 0.062, -0.079